Below is a structure of composition Cl2H2NO3P at a distorted geometry, with properties calculated with ωB97M-V/def2-TZVPD.

Structure (XYZ):
```
9
Properties=species:S:1:pos:R:3:forces:R:3
N -1.705037 -0.275622 0.175256 0.543 -0.833 -1.690
O 0.505233 -0.197515 1.765759 -0.058 0.456 0.549
O 0.913989 1.490900 -0.900324 -1.991 -2.576 1.576
O 0.431516 -1.301120 -0.599143 -0.479 -0.089 0.077
P -0.071234 -0.205600 0.445703 0.647 1.908 -2.254
Cl 1.907867 2.450034 -0.023730 0.298 0.273 0.393
Cl 2.012196 -1.677361 -0.259233 1.066 -0.558 -0.280
H -2.085642 0.660467 0.046316 -0.303 -0.304 -0.051
H -1.908892 -0.944187 -0.650605 0.276 1.722 1.678
```
Positions in Å, forces in eV/Å.

Computed properties:
**Relative energy (zero: lowest compared OMol25 entry of this formula, charge and spin)**: 48.52 kcal per mole
**HOMO-LUMO gap**: 8.14 eV
**Lowest unoccupied orbital energy**: -1.07 eV
**Energy**: -41995.28351 eV
**Charge**: 0
**Molar mass**: 165.9 g/mol



Below is a structure of composition C36H34Br2EuN2OS at a distorted geometry, with properties calculated with ωB97M-V/def2-TZVPD.

Structure (XYZ):
```
77
Properties=species:S:1:pos:R:3:forces:R:3
Eu 0.359835 0.971133 -0.499570 1.652 2.319 -0.116
C -0.360468 4.997742 -3.433888 0.012 -0.015 0.059
C -0.685864 3.983551 -2.339483 -0.034 0.021 0.109
C -1.360919 2.741304 -2.932682 0.040 -0.155 0.230
C 0.546673 3.624992 -1.527961 0.086 0.116 -0.038
C 0.574648 3.804326 -0.140256 0.000 0.128 -0.018
C 1.671635 3.410315 0.620800 0.053 0.069 -0.159
C 2.799405 2.843050 0.018701 -0.216 0.105 0.040
C 3.955885 2.381735 0.854190 -0.010 -0.056 -0.019
C 2.789188 2.703614 -1.369709 -0.139 0.080 0.048
C 1.684402 3.077473 -2.131630 -0.072 0.109 0.112
H -1.269590 5.322668 -3.933826 -0.109 0.027 -0.051
H 0.290844 4.562045 -4.189355 0.075 -0.058 -0.076
H 0.139180 5.873871 -3.026246 0.033 0.079 0.043
H -1.392749 4.453728 -1.643704 0.038 -0.013 -0.051
H -0.682286 2.204886 -3.601724 -0.019 0.018 0.016
H -2.243086 3.025212 -3.503770 -0.052 0.040 -0.074
H -1.694261 2.023539 -2.168034 0.054 0.176 -0.163
H -0.291284 4.227805 0.359753 0.050 0.019 -0.026
H 1.648036 3.536866 1.696066 -0.004 -0.020 0.015
H 4.247541 3.148030 1.569264 0.031 0.049 0.060
H 4.818184 2.140675 0.236876 0.054 -0.017 -0.034
H 3.673266 1.487760 1.412883 0.010 -0.023 0.018
H 3.661969 2.296457 -1.860491 0.054 -0.062 -0.037
H 1.706803 2.933929 -3.205755 -0.001 -0.017 0.012
C -3.862369 5.506712 0.526941 0.000 -0.100 -0.023
C -4.768048 4.271169 0.414872 -0.054 0.077 -0.042
C -6.172842 4.670644 0.866302 0.062 -0.066 -0.004
C -4.842930 3.827068 -1.053370 0.029 0.003 0.118
C -4.183454 3.140789 1.257230 0.093 -0.023 -0.048
C -4.869865 2.569178 2.334417 0.155 -0.056 -0.050
C -4.322438 1.540552 3.081959 -0.182 0.044 0.086
C -3.064518 1.074671 2.756619 0.315 -0.116 -0.088
S -2.123910 -0.197599 3.469620 0.151 0.080 -0.118
C -0.840710 0.100634 2.311998 -0.858 0.878 -0.470
N -1.108233 1.081195 1.461857 0.006 -0.773 1.212
C -2.348616 1.632446 1.689650 -0.282 0.014 0.123
C -2.919221 2.656701 0.944679 -0.076 0.057 -0.007
C 0.372269 -0.693224 2.267134 0.885 -0.609 0.035
C 0.553839 -1.742265 3.186300 -0.196 0.292 -0.135
C 1.687858 -2.519854 3.134998 0.152 -0.112 0.018
C 2.655496 -2.268826 2.165874 -0.159 0.072 0.015
C 2.461407 -1.240005 1.256960 -0.099 0.032 0.011
C 1.328631 -0.408323 1.260650 0.225 -0.409 0.712
H -4.266079 6.326090 -0.065657 -0.050 0.084 -0.064
H -2.858033 5.295685 0.162533 0.090 -0.012 -0.033
H -3.776865 5.840158 1.560540 -0.023 0.001 0.074
H -6.545810 5.472085 0.231043 -0.017 0.065 -0.057
H -6.178818 5.030967 1.893254 0.008 0.046 0.099
H -6.869223 3.837227 0.792491 -0.065 -0.075 -0.019
H -5.252694 4.627835 -1.665031 -0.064 0.112 -0.090
H -5.476601 2.948516 -1.166264 -0.054 -0.053 0.022
H -3.860359 3.575486 -1.445528 0.116 -0.024 -0.052
H -5.852330 2.918165 2.596935 -0.163 0.078 0.038
H -4.880364 1.114756 3.902744 -0.031 -0.050 0.064
H -2.367427 3.064437 0.106152 0.031 0.009 -0.010
H -0.195833 -1.957838 3.936637 -0.080 -0.024 0.092
H 1.821138 -3.326576 3.840485 0.009 -0.071 0.065
H 3.543123 -2.884913 2.120824 0.083 -0.063 -0.008
H 3.226983 -1.094492 0.493001 -0.023 0.015 0.025
Br -2.752786 -2.383623 -0.062988 -0.159 0.003 0.060
C -1.049331 -2.600266 -0.822691 0.315 -0.049 -0.046
C -0.418078 -3.844463 -0.758179 0.371 -0.118 -0.098
C 0.848067 -4.013363 -1.263502 -0.263 0.187 0.082
Br 1.654911 -5.720190 -1.145693 0.042 -0.099 -0.005
C 1.560179 -2.922506 -1.822712 -0.281 -0.054 0.134
C 2.866977 -2.996803 -2.338239 0.161 0.246 -0.105
C 3.483197 -1.859396 -2.796784 -0.095 -0.330 0.107
C 2.806693 -0.638983 -2.700842 -0.429 0.086 0.213
N 1.576843 -0.527086 -2.235468 0.362 -0.271 -0.435
C 0.923140 -1.653151 -1.843614 0.175 -0.307 0.003
C -0.436074 -1.487610 -1.381619 -0.506 -0.013 -0.165
O -1.011174 -0.327519 -1.457262 -1.345 -1.505 -1.058
H -0.935109 -4.673704 -0.296338 0.013 -0.033 -0.023
H 3.374059 -3.950924 -2.360060 0.017 -0.016 -0.008
H 4.482412 -1.889961 -3.202057 0.084 -0.011 -0.031
H 3.291883 0.279556 -3.007205 0.021 0.048 -0.018
```
Positions in Å, forces in eV/Å.

Computed properties:
**Spin multiplicity**: 8
**Relative energy (zero: lowest compared OMol25 entry of this formula, charge and spin)**: 0.00 kcal per mole
**HOMO-LUMO gap (alpha / beta)**: 6.29 / 7.38 eV
**Lowest unoccupied orbital energy (alpha / beta)**: 0.15 / 0.14 eV
**Energy**: -213163.15933 eV
**Charge**: 0
**Molar mass**: 854.5 g/mol



Below is a cluster of 2 separate species, C4H10O in total at a distorted geometry, with properties calculated with ωB97M-V/def2-TZVPD.

Structure (XYZ):
```
15
Properties=species:S:1:pos:R:3:forces:R:3
C -0.068972 -0.035545 0.613628 -0.121 -0.866 3.799
C 0.931618 -0.863346 -1.201366 0.683 -1.146 1.230
C 0.397784 1.399781 0.687651 0.408 -0.213 -0.675
C -1.520562 -0.225447 0.237895 0.338 -0.245 -0.612
O 0.458324 -0.887442 1.455110 -1.347 1.686 -0.090
H 0.881869 -1.085568 0.101798 0.015 0.828 -3.476
H -0.118406 1.855121 1.536570 -0.070 -0.182 0.002
H -1.824312 0.405780 -0.596347 -0.015 -0.007 -0.004
H 0.467884 -0.121131 -1.842492 -0.196 0.249 0.379
H 2.015378 -0.781994 -1.283912 0.083 -0.040 -0.319
H 0.583999 -1.849096 -1.511017 0.108 -0.073 -0.300
H 0.151501 1.968241 -0.208812 -0.009 0.013 0.010
H 1.467351 1.444918 0.881588 -0.028 -0.038 -0.007
H -1.714848 -1.271768 0.011593 -0.022 0.024 0.030
H -2.108609 0.047496 1.118113 0.174 0.011 0.034
```
Positions in Å, forces in eV/Å.

Computed properties:
**Relative energy (zero: lowest compared OMol25 entry of this formula, charge and spin)**: 78.48 kcal per mole
**HOMO-LUMO gap**: 9.85 eV
**Lowest unoccupied orbital energy**: 0.82 eV
**Energy**: -6354.39953 eV
**Charge**: 0
**Molar mass**: 74.1 g/mol



Below is a cluster of 2 separate species, C4H9NO3P in total at a distorted geometry, with properties calculated with ωB97M-V/def2-TZVPD.

Structure (XYZ):
```
18
Properties=species:S:1:pos:R:3:forces:R:3
C 2.269011 -0.148771 -0.969460 0.479 -0.453 0.491
C 1.531737 1.400271 0.548312 -2.247 0.521 3.743
C 1.151802 -0.879133 0.870058 -2.672 0.131 2.730
C -1.521768 -1.134906 -0.318884 -0.760 -3.337 1.276
N 1.677318 0.136985 0.240291 1.670 1.849 -3.714
O -3.053676 0.548495 -1.453158 0.578 0.505 0.672
O -3.705339 -0.139202 0.930404 0.796 0.549 0.661
O -1.509512 1.291681 0.500304 -1.416 0.329 1.225
P -2.629436 0.219699 -0.034898 -1.456 -0.783 -1.660
H 2.399758 -1.204106 -1.089437 0.501 -0.093 -0.767
H 2.748100 0.700210 -1.459936 -0.153 -0.734 -0.110
H 0.712934 1.443542 1.275006 0.626 0.879 0.045
H 1.705817 2.237285 -0.047634 0.530 0.577 -1.316
H -0.929414 1.333908 -0.239830 1.028 0.485 -0.924
H 1.461744 -1.806820 0.612579 0.691 -2.626 -0.750
H 0.483177 -0.704123 1.718109 0.483 -0.029 -0.400
H -0.867999 -1.091756 -1.185488 -0.024 -0.331 0.122
H -1.924258 -2.203255 0.103659 1.345 2.564 -1.326
```
Positions in Å, forces in eV/Å.

Computed properties:
**Relative energy (zero: lowest compared OMol25 entry of this formula, charge and spin)**: 150.70 kcal per mole
**HOMO-LUMO gap (alpha / beta)**: 7.86 / 5.95 eV
**Lowest unoccupied orbital energy (alpha / beta)**: 3.39 / 2.21 eV
**Energy**: -21212.61462 eV
**Charge**: -1
**Molar mass**: 150.1 g/mol



Below is a structure of composition C35H28N7OPd at a distorted geometry, with properties calculated with ωB97M-V/def2-TZVPD.

Structure (XYZ):
```
72
Properties=species:S:1:pos:R:3:forces:R:3
Pd -1.592513 -0.323537 -2.309403 0.966 0.030 0.412
C 8.794886 -0.163297 6.566735 -0.091 -0.006 0.010
O 7.407829 -0.280467 6.865873 0.127 0.006 0.005
C 6.544551 -0.303641 5.833332 -0.032 -0.007 -0.018
C 5.190798 -0.426278 6.164366 0.017 -0.006 0.056
C 4.236084 -0.456326 5.175989 -0.050 -0.009 -0.008
C 4.602935 -0.365182 3.827993 -0.143 -0.024 -0.046
C 5.948088 -0.251669 3.510777 0.067 0.011 -0.055
C 6.923388 -0.219429 4.497873 -0.022 -0.013 -0.106
C 3.558229 -0.414039 2.801188 -0.010 -0.029 0.082
N 2.265620 -0.506124 3.033689 -0.003 -0.004 -0.052
C 1.679369 -0.549583 1.799354 -0.238 -0.040 0.191
C 2.617761 -0.478573 0.799337 0.159 0.059 -0.101
N 3.821489 -0.389488 1.456726 0.091 0.031 -0.094
C 2.283200 -0.485218 -0.587256 0.203 -0.027 0.029
C 3.173873 -0.360720 -1.666633 0.066 0.000 0.064
C 2.696326 -0.380427 -2.953751 0.028 -0.096 -0.010
C 1.324401 -0.525774 -3.168238 0.080 -0.074 0.117
N 0.474186 -0.634124 -2.161752 -0.203 0.457 -0.241
C 0.921303 -0.616990 -0.887724 -0.115 -0.135 -0.080
C -0.075428 -0.742757 0.147987 -0.049 -0.056 -0.006
N -1.361258 -0.923186 -0.243001 -0.342 0.074 -0.454
C -2.307356 -1.025669 0.668619 -0.025 -0.130 0.030
C -2.031440 -0.943593 2.039852 0.008 -0.051 -0.010
C -0.736553 -0.773928 2.453836 0.045 0.012 0.080
C 0.283009 -0.685719 1.492226 0.078 -0.014 0.188
H 9.308374 -0.160902 7.520995 0.007 -0.002 0.055
H 9.005806 0.768742 6.038890 -0.011 0.016 0.004
H 9.141379 -1.009547 5.970497 -0.008 -0.019 0.002
H 4.925542 -0.503860 7.211544 -0.016 0.018 -0.061
H 3.187640 -0.558973 5.425488 0.051 0.019 0.005
H 6.271632 -0.188498 2.476888 0.026 0.016 0.054
H 7.962526 -0.136736 4.216708 -0.026 0.014 -0.013
H 4.735351 -0.338316 1.043208 -0.008 -0.004 0.000
H 4.236590 -0.252358 -1.484010 -0.034 0.021 -0.019
H 3.360975 -0.283126 -3.800263 -0.002 -0.027 0.013
H 0.907211 -0.555459 -4.164686 -0.045 0.098 -0.020
H -3.314624 -1.188357 0.307530 -0.001 0.106 -0.003
H -2.844398 -1.019030 2.747753 0.001 -0.008 -0.015
H -0.472754 -0.706367 3.501959 -0.025 -0.024 -0.028
N -2.053509 3.545794 -3.630564 0.107 0.151 0.012
C -0.967769 3.679034 -2.792718 -0.084 0.004 -0.022
C -0.467704 2.427603 -2.645820 -0.014 -0.038 -0.261
N -1.225944 1.539851 -3.396227 -0.292 -0.289 0.259
C -2.178291 2.253228 -3.961717 0.024 -0.105 -0.084
H -2.648895 4.292162 -3.948860 -0.016 -0.017 -0.004
H -0.667087 4.623149 -2.372369 -0.020 -0.027 -0.076
H 0.388898 2.109592 -2.076629 -0.036 -0.016 0.022
H -2.950242 1.868136 -4.609271 -0.017 -0.009 0.111
C -5.246140 -2.804505 -5.155783 -0.052 -0.009 -0.037
C -4.015108 -3.077343 -4.584602 0.066 0.063 -0.002
C -3.458329 -2.196764 -3.667059 -0.130 -0.024 0.055
C -4.119933 -1.018533 -3.299808 -0.053 0.174 0.245
C -5.339400 -0.731674 -3.917136 -0.143 0.060 -0.259
C -5.896518 -1.623699 -4.821424 -0.024 0.109 0.057
N -3.535293 -0.142902 -2.376875 0.069 0.202 0.152
C -4.206147 0.595831 -1.403736 0.034 -0.246 -0.162
C -5.498346 0.268370 -0.974403 -0.157 -0.066 0.101
C -6.108223 0.984430 0.046184 -0.065 -0.085 -0.076
C -5.464631 2.045193 0.667721 0.016 0.020 0.040
C -4.177987 2.367962 0.262286 0.016 -0.010 -0.021
C -3.554349 1.653625 -0.749822 -0.084 0.004 -0.114
H -5.695013 -3.500732 -5.852051 0.016 0.032 0.009
H -3.494037 -3.992570 -4.837085 0.027 0.038 0.025
H -2.519634 -2.445958 -3.190302 0.138 -0.126 0.088
H -5.836733 0.206529 -3.700300 -0.037 -0.088 0.047
H -6.851445 -1.387921 -5.275103 0.021 0.005 0.004
H -6.012155 -0.570537 -1.428592 -0.005 0.074 0.050
H -7.102953 0.697366 0.367624 0.028 0.012 -0.043
H -5.952032 2.603761 1.456675 0.016 -0.034 -0.036
H -3.655587 3.190401 0.738101 0.032 -0.053 -0.025
H -2.543501 1.899661 -1.040847 0.105 0.110 -0.011
```
Positions in Å, forces in eV/Å.

Computed properties:
**Relative energy (zero: lowest compared OMol25 entry of this formula, charge and spin)**: 21.10 kcal per mole
**HOMO-LUMO gap**: 5.88 eV
**Lowest unoccupied orbital energy**: -3.29 eV
**Energy**: -52704.04970 eV
**Charge**: +1
**Molar mass**: 669.1 g/mol



Below is an isolated molecule of CH3IOS2 at a distorted geometry, with properties calculated with ωB97M-V/def2-TZVPD.

Structure (XYZ):
```
8
Properties=species:S:1:pos:R:3:forces:R:3
C 0.881151 0.826368 -0.122667 -1.777 2.365 -0.872
O -0.179269 -2.811768 0.328277 -2.656 4.901 1.309
S -0.729857 -1.127690 0.572638 0.142 -7.217 1.735
S 0.105311 -0.523514 -0.996178 1.442 1.432 -2.467
I -3.103748 0.212897 0.171677 0.074 -0.436 0.121
H 1.666214 1.043944 -0.788609 1.460 0.680 -0.257
H 0.217810 1.737837 -0.047045 0.483 -0.927 -0.439
H 1.142387 0.641926 0.881907 0.833 -0.797 0.871
```
Positions in Å, forces in eV/Å.

Computed properties:
**Relative energy (zero: lowest compared OMol25 entry of this formula, charge and spin)**: 72.08 kcal per mole
**HOMO-LUMO gap (alpha / beta)**: 6.68 / 7.23 eV
**Lowest unoccupied orbital energy (alpha / beta)**: -2.67 / -2.22 eV
**Energy**: -32900.69374 eV
**Charge**: 0
**Molar mass**: 222.1 g/mol